Entry 1:
Density functional theory data (ωB97M-V/def2-TZVPD) for an isolated molecule of C2H3Cl2F.

Last column: Mulliken charge in e.
Cartesian coordinates (Å):
F: 1.350 -1.192 -1.035  -0.285
C: 0.814 -1.175 0.274  -0.245
C: 0.166 0.218 0.479  0.028
Cl: 0.449 1.243 -0.925  -0.114
Cl: -1.631 -0.136 1.042  -0.230
H: 1.644 -1.170 0.940  0.233
H: 0.116 -1.964 0.415  0.316
H: 0.307 0.783 1.435  0.298

Properties
- Structure (SMILES): FCC(Cl)Cl
- Strongest force on any atom: 2.80 eV/Å
- Frontier orbital gap: 11.7 eV
- Total energy: -1098.21940 hartree
- Total charge: 0


Entry 2:
Density functional theory data (ωB97M-V/def2-TZVPD) for a cluster of 2 separate species, C2H3Cl2FO in total.

Last column: Mulliken charge in e.
Cartesian coordinates (Å):
O: 0.642 -0.795 1.351  -0.426
C: 0.714 -0.017 0.299  0.310
Cl: 0.224 1.616 0.413  -0.190
C: 1.236 -0.380 -0.865  -0.198
F: 1.630 -1.697 -0.770  -0.249
H: -0.002 -0.318 1.989  0.346
H: 1.518 -0.094 -1.830  0.413
Cl: -3.063 0.403 -0.772  -0.245
H: -2.899 1.282 0.186  0.238

Properties
- Structure (SMILES): O/C(Cl)=C\F.Cl
- Strongest force on any atom: 3.71 eV/Å
- Frontier orbital gap: 9.4 eV
- Total energy: -1173.44133 hartree
- Total charge: 0


Entry 3:
Density functional theory data (ωB97M-V/def2-TZVPD) for an isolated molecule of C2H3Cl2FS.

Last column: Mulliken charge in e.
Cartesian coordinates (Å):
F: 1.189 -1.223 -0.151  -0.187
C: 0.511 -0.067 -0.148  0.592
Cl: 1.724 1.102 0.605  -0.182
Cl: -0.069 0.227 -1.758  -0.097
C: -0.589 -0.031 0.992  -0.848
S: -2.239 -0.606 0.786  -0.166
H: -0.669 1.045 1.268  0.357
H: -0.090 -0.569 1.819  0.394
H: -1.784 -1.788 0.217  0.137

Properties
- Structure (SMILES): FC(Cl)(Cl)CS
- Strongest force on any atom: 2.20 eV/Å
- Frontier orbital gap: 10.3 eV
- Total energy: -1496.42302 hartree
- Total charge: 0


Entry 4:
Density functional theory data (ωB97M-V/def2-TZVPD) for a structure of composition C2H3Cl2N2.

Last column: Mulliken charge in e.
Cartesian coordinates (Å):
C: 0.010 0.701 -0.129  0.254
C: 0.130 -0.476 0.016  -0.274
N: -0.127 2.305 -0.470  0.012
N: 0.210 -1.878 0.088  -0.229
Cl: 0.801 3.095 0.749  0.032
Cl: -1.708 2.906 -0.328  0.057
H: 0.479 -2.218 -0.772  0.361
H: -0.765 -2.213 0.165  0.404
H: 0.971 -2.223 0.682  0.383

Properties
- Strongest force on any atom: 4.52 eV/Å
- Frontier orbital gap: 9.4 eV
- Total energy: -1107.40205 hartree
- Total charge: +1


Entry 5:
Density functional theory data (ωB97M-V/def2-TZVPD) for an isolated molecule of C2H3Cl2N2P.

Last column: Mulliken charge in e.
Cartesian coordinates (Å):
Cl: 1.132 -2.076 -0.068  -0.160
C: 0.902 -0.282 -0.141  0.114
C: 0.388 0.210 1.084  -0.078
N: -0.742 0.781 1.155  -0.482
P: -1.603 0.850 -0.357  0.242
Cl: -2.565 -0.951 -0.097  -0.206
N: -0.314 0.176 -1.292  -0.470
H: 1.795 0.105 -0.492  0.323
H: 0.987 0.251 1.964  0.419
H: 0.020 0.936 -1.757  0.300

Properties
- Structure (SMILES): Cl[C@@H]1C=NP(Cl)N1
- Strongest force on any atom: 5.44 eV/Å
- Frontier orbital gap: 9.9 eV
- Total energy: -1449.25120 hartree
- Total charge: 0


Entry 6:
Density functional theory data (ωB97M-V/def2-TZVPD) for a cluster of 2 separate species, C2H3Cl2N2S2 in total.

Last column: Mulliken charge in e.
Cartesian coordinates (Å):
C: -0.312 0.064 0.451  0.419
C: 1.845 -0.455 -0.339  0.520
N: 0.507 -0.727 -0.257  -0.189
N: -1.573 -0.230 0.712  -0.219
S: 0.439 1.477 1.134  0.174
S: 2.343 1.002 0.459  0.134
Cl: 2.825 -1.284 -1.441  0.009
Cl: -1.997 2.148 -1.282  -0.636
H: 0.146 -1.531 -0.763  0.281
H: -2.157 0.474 1.145  0.291
H: -2.066 -0.940 0.180  0.217

Properties
- Strongest force on any atom: 2.05 eV/Å
- Frontier orbital gap (alpha / beta): 4.1 / 4.5 eV
- Total energy: -1903.93340 hartree
- Total charge: +1


Entry 7:
Density functional theory data (ωB97M-V/def2-TZVPD) for an isolated molecule of C2H3Cl2NS.

Last column: Mulliken charge in e.
Cartesian coordinates (Å):
S: 1.278 -2.549 -0.215  -0.281
C: 0.776 -1.068 0.138  -0.038
N: -0.310 -0.418 -0.643  -0.166
C: -0.884 0.773 -0.238  0.068
Cl: -1.087 1.898 -1.615  -0.166
Cl: -2.530 0.526 0.515  -0.180
H: 1.174 -0.428 0.909  0.246
H: -0.760 -0.999 -1.336  0.249
H: -0.274 1.270 0.520  0.268

Properties
- Structure (SMILES): S=CNC(Cl)Cl
- Strongest force on any atom: 3.99 eV/Å
- Frontier orbital gap: 9.2 eV
- Total energy: -1451.31817 hartree
- Total charge: 0


Entry 8:
Density functional theory data (ωB97M-V/def2-TZVPD) for an isolated molecule of C2H3Cl2NS.

Last column: Mulliken charge in e.
Cartesian coordinates (Å):
S: -1.056 0.890 -1.825  -0.056
N: -0.730 1.440 -0.243  -0.423
C: -0.063 0.767 0.613  0.210
C: 0.584 -0.533 0.406  -0.303
Cl: -0.793 -1.711 0.234  -0.127
Cl: 1.969 -0.818 -0.654  -0.070
H: -0.688 -0.493 -1.637  0.153
H: -0.149 1.236 1.605  0.351
H: 0.926 -0.778 1.501  0.265

Properties
- Structure (SMILES): S/N=C\C(Cl)Cl
- Strongest force on any atom: 4.60 eV/Å
- Frontier orbital gap: 9.4 eV
- Total energy: -1451.26874 hartree
- Total charge: 0


Entry 9:
Density functional theory data (ωB97M-V/def2-TZVPD) for an isolated molecule of C2H3Cl2O2P.

Last column: Mulliken charge in e.
Cartesian coordinates (Å):
O: -2.831 0.103 0.775  -0.446
C: -1.623 -0.052 0.767  0.184
C: -0.544 0.120 -0.397  -0.670
P: 1.489 -0.033 -0.415  0.865
O: 2.060 -0.060 -1.747  -0.517
Cl: 1.894 -1.674 0.654  -0.187
Cl: 2.142 1.486 0.703  -0.178
H: -1.126 -0.386 1.694  0.253
H: -0.679 1.104 -0.858  0.353
H: -0.782 -0.610 -1.175  0.344

Properties
- Structure (SMILES): O=CCP(=O)(Cl)Cl
- Strongest force on any atom: 3.12 eV/Å
- Frontier orbital gap: 10.8 eV
- Total energy: -1490.27077 hartree
- Total charge: 0


Entry 10:
Density functional theory data (ωB97M-V/def2-TZVPD) for the ion C2H3Cl2O2S with charge -1.

Last column: Mulliken charge in e.
Cartesian coordinates (Å):
C: 0.554 0.892 -0.219  -0.478
C: -0.657 0.122 0.299  -0.312
O: 0.322 -1.809 -1.235  -0.596
O: 0.296 -2.166 1.163  -0.579
S: -0.471 -1.890 -0.017  0.472
Cl: 0.954 2.302 0.652  -0.227
Cl: -1.988 0.880 -0.437  -0.261
H: 1.397 0.189 -0.293  0.302
H: 0.250 1.164 -1.239  0.292
H: -0.657 0.315 1.325  0.386

Properties
- Strongest force on any atom: 3.62 eV/Å
- Frontier orbital gap: 7.1 eV
- Total energy: -1547.09839 hartree
- Total charge: -1


Entry 11:
Density functional theory data (ωB97M-V/def2-TZVPD) for a structure of composition C2H3Cl2P.

Last column: Mulliken charge in e.
Cartesian coordinates (Å):
C: -0.616 0.194 -0.399  -0.186
C: 2.029 -0.099 0.298  -0.216
P: -0.360 -1.343 -0.614  -0.175
Cl: 2.149 -1.731 0.310  -0.089
Cl: 3.097 0.783 -0.726  -0.128
H: -0.271 1.199 -0.315  0.413
H: 2.229 0.306 1.331  0.319
H: -1.621 -2.034 -1.107  0.062

Properties
- Strongest force on any atom: 3.39 eV/Å
- Frontier orbital gap (alpha / beta): 8.1 / 7.3 eV
- Total energy: -1339.51883 hartree
- Total charge: 0


Entry 12:
Density functional theory data (ωB97M-V/def2-TZVPD) for a cluster of 2 separate species, C2H3Cl3NO2 in total.

Last column: Mulliken charge in e.
Cartesian coordinates (Å):
C: -0.963 0.850 -0.193  -0.157
C: 0.742 -2.054 -0.209  0.401
N: -0.223 -1.792 0.607  -0.215
O: -0.853 -0.532 0.683  -0.310
O: 0.166 1.431 -0.246  -0.276
Cl: 1.027 -3.691 -0.493  -0.176
Cl: 1.193 3.164 1.824  -0.821
Cl: 1.386 -1.103 -1.620  -0.169
H: -1.749 1.105 0.443  0.263
H: -1.286 0.491 -1.192  0.280
H: 0.560 2.131 0.398  0.180

Properties
- Strongest force on any atom: 3.41 eV/Å
- Frontier orbital gap: 7.7 eV
- Total energy: -1663.79129 hartree
- Total charge: -1


Entry 13:
Density functional theory data (ωB97M-V/def2-TZVPD) for an isolated molecule of C2H3ClF2N2.

Last column: Mulliken charge in e.
Cartesian coordinates (Å):
H: -2.483 -1.747 -0.372  0.280
N: -1.396 -1.499 -0.328  -0.536
C: -1.177 -0.208 -0.264  0.229
N: -2.044 1.080 -0.434  -0.479
C: 0.293 0.030 0.333  0.582
F: 0.262 -0.803 1.436  -0.203
F: 0.506 1.274 0.815  -0.242
Cl: 1.724 -0.092 -0.800  -0.159
H: -1.734 2.002 0.041  0.264
H: -2.619 1.072 -1.391  0.265

Properties
- Structure (SMILES): [H]/N=C(\N)C(F)(F)Cl
- Strongest force on any atom: 4.43 eV/Å
- Frontier orbital gap: 10.7 eV
- Total energy: -847.37732 hartree
- Total charge: 0


Entry 14:
Density functional theory data (ωB97M-V/def2-TZVPD) for a cluster of 2 separate species, C2H3ClF2S in total.

Last column: Mulliken charge in e.
Cartesian coordinates (Å):
F: 1.040 -2.117 0.441  -0.220
C: -0.030 -1.357 0.118  0.593
F: 0.319 -1.219 -1.162  -0.185
C: -0.956 -0.576 0.683  -0.533
S: -1.915 0.921 -0.252  -0.117
H: -1.286 -0.580 1.769  0.331
H: -0.616 1.246 -0.503  0.129
Cl: 1.640 1.206 -0.440  -0.264
H: 1.804 2.477 -0.656  0.266

Properties
- Structure (SMILES): FC(F)=CS.Cl
- Strongest force on any atom: 3.89 eV/Å
- Frontier orbital gap: 9.7 eV
- Total energy: -1136.02671 hartree
- Total charge: 0


Entry 15:
Density functional theory data (ωB97M-V/def2-TZVPD) for a structure of composition C2H3ClFI.

Last column: Mulliken charge in e.
Cartesian coordinates (Å):
C: 0.838 -0.385 -0.223  -1.085
C: -0.550 0.180 -0.081  0.432
F: -0.616 0.734 1.947  -0.573
Cl: -0.693 1.775 -0.640  -0.053
I: -2.275 -0.937 -0.082  0.274
H: 0.807 -1.371 -0.468  0.376
H: 1.256 0.109 -1.176  0.303
H: 1.232 -0.106 0.722  0.327

Properties
- Strongest force on any atom: 3.96 eV/Å
- Frontier orbital gap (alpha / beta): 9.2 / 9.2 eV
- Total energy: -935.65024 hartree
- Total charge: 0


Entry 16:
Density functional theory data (ωB97M-V/def2-TZVPD) for a structure of composition C2H3ClFNO3S.

Last column: Mulliken charge in e.
Cartesian coordinates (Å):
C: -0.174 1.039 0.299  0.727
C: -2.217 -0.035 -0.178  -0.560
N: 2.513 -0.346 -1.486  -0.382
O: 0.370 0.007 0.409  -0.458
O: 3.063 -0.314 1.137  -0.437
O: -1.403 1.197 -0.119  -0.307
F: 1.938 -2.406 0.171  -0.272
S: 2.477 -0.772 -0.118  1.023
Cl: 0.567 2.561 0.386  -0.118
H: -2.962 0.165 -0.926  0.233
H: -2.732 -0.208 0.781  0.260
H: -1.440 -0.889 -0.356  0.292

Properties
- Strongest force on any atom: 3.05 eV/Å
- Frontier orbital gap: 10.2 eV
- Total energy: -1316.60295 hartree
- Total charge: 0


Entry 17:
Density functional theory data (ωB97M-V/def2-TZVPD) for an isolated molecule of C2H3ClFNOS.

Last column: Mulliken charge in e.
Cartesian coordinates (Å):
C: 0.980 0.553 -0.198  -0.895
N: -0.243 -0.111 0.147  -0.011
S: -1.603 0.635 1.023  0.134
Cl: -1.881 2.078 -0.303  -0.127
C: -0.220 -1.398 0.013  0.704
O: 0.645 -2.023 -0.520  -0.548
F: -1.348 -1.944 0.426  -0.258
H: 1.634 -0.171 -0.370  0.439
H: 0.717 1.310 -0.914  0.253
H: 1.319 1.071 0.697  0.309

Properties
- Structure (SMILES): CN(SCl)C(=O)F
- Strongest force on any atom: 5.51 eV/Å
- Frontier orbital gap: 9.4 eV
- Total energy: -1166.22692 hartree
- Total charge: 0


Entry 18:
Density functional theory data (ωB97M-V/def2-TZVPD) for an isolated molecule of C2H3ClFP.

Last column: Mulliken charge in e.
Cartesian coordinates (Å):
F: 1.507 1.152 -0.642  -0.291
P: 0.442 1.255 0.586  0.263
C: 0.297 -0.618 0.511  -0.574
C: -0.606 0.184 -0.392  -0.120
Cl: -2.403 0.192 -0.088  -0.213
H: 0.123 -1.093 1.446  0.335
H: 1.146 -1.033 -0.028  0.225
H: -0.505 -0.040 -1.392  0.376

Properties
- Structure (SMILES): FP1C[C@H]1Cl
- Strongest force on any atom: 3.95 eV/Å
- Frontier orbital gap: 10.6 eV
- Total energy: -979.39317 hartree
- Total charge: 0


Entry 19:
Density functional theory data (ωB97M-V/def2-TZVPD) for the ion C2H3ClN with charge +1.

Last column: Mulliken charge in e.
Cartesian coordinates (Å):
N: 0.345 0.218 -0.172  -0.333
C: 1.634 0.057 0.510  -0.122
C: 2.969 -0.093 -0.152  0.164
Cl: 4.550 -0.058 0.001  0.069
H: -0.246 -0.615 0.052  0.391
H: 0.589 0.161 -1.201  0.383
H: -0.068 1.097 0.379  0.447

Properties
- Structure (SMILES): [NH3+]C#CCl
- Strongest force on any atom: 10.11 eV/Å
- Frontier orbital gap: 8.1 eV
- Total energy: -592.47794 hartree
- Total charge: +1


Entry 20:
Density functional theory data (ωB97M-V/def2-TZVPD) for a cluster of 2 separate species, C2H3ClN2 in total.

Last column: Mulliken charge in e.
Cartesian coordinates (Å):
C: 0.200 -0.645 -0.716  0.120
C: -1.082 -0.210 -0.054  -0.805
N: 2.337 1.725 -0.068  -0.349
N: 1.501 1.081 0.252  0.284
Cl: 1.070 -1.825 0.138  -0.093
H: -1.202 -0.866 0.811  0.281
H: -1.991 -0.057 -0.697  0.297
H: -0.832 0.798 0.334  0.264

Properties
- Strongest force on any atom: 2.74 eV/Å
- Frontier orbital gap: 8.1 eV
- Total energy: -647.61408 hartree
- Total charge: 0